Entry 1:
Below is a 2-piece molecular cluster, C8H19N3Si overall, with properties calculated with ωB97M-V with the def2-TZVPD basis set.

Geometry as XYZ:
```
31
C8H19N3Si | OMol25 | ωB97M-V with the def2-TZVPD basis set
Si 0.739 -0.339 0.021
N -0.746 -0.972 0.589
N -0.008 1.110 -0.499
N 1.710 -1.231 -1.079
C -0.111 2.955 -2.123
C -1.704 0.028 0.576
C -1.191 -3.249 -0.125
C 1.028 3.229 0.125
C 0.683 2.270 -1.012
C -1.296 1.167 -0.002
C -1.039 -2.301 1.068
C 0.051 -2.777 2.021
H -1.929 -2.851 -0.820
H -0.241 -3.347 -0.648
H -2.667 -0.156 1.014
H 0.122 3.636 0.566
H 1.619 1.889 -1.437
H -0.416 2.226 -2.872
H -1.992 -2.260 1.610
H 1.020 -2.744 1.526
H 0.101 -2.124 2.888
H 2.414 -0.692 -1.561
H -1.883 2.059 -0.113
H 0.505 3.711 -2.601
H -0.147 -3.795 2.348
H 1.638 4.051 -0.244
H 2.539 0.674 2.114
H 2.142 -2.062 -0.706
H -1.521 -4.231 0.211
H 1.579 2.686 0.891
H -1.000 3.439 -1.727
```

Summary:
2S+1: 3
Electronic energy: -20949.5097 eV
Kohn-Sham gap (spin up / spin down): 0.230 / 0.232 hartree
M: 185.35 g mol⁻¹

Atom charges from the Mulliken analysis, given in e for atoms 1 to 2:
1. Si -0.89
2. N 0.53

Entry 2:
Below is a 3-piece molecular cluster, C8H19NO overall, with properties calculated with ωB97M-V with the def2-TZVPD basis set.

Geometry as XYZ:
```
29
C8H19NO | OMol25 | ωB97M-V with the def2-TZVPD basis set
O -0.912 -2.548 0.144
N 1.668 0.607 -0.941
C 0.690 0.645 1.263
C 1.136 -3.683 -1.591
C -1.633 -2.647 1.355
C 1.119 2.810 0.051
C -0.659 1.202 -0.799
C 0.708 1.337 -0.103
C 1.169 -2.541 -1.177
C -1.829 1.867 -0.084
H -1.902 -1.627 1.628
H 1.693 0.614 1.686
H 1.708 1.010 -1.872
H 2.597 0.650 -0.531
H 0.452 3.340 0.727
H -1.058 -3.115 2.163
H -1.960 1.469 0.920
H -0.574 1.622 -1.806
H -1.693 2.944 -0.012
H -2.553 -3.231 1.255
H -2.750 1.674 -0.631
H 1.176 -4.579 -2.155
H -0.864 0.135 -0.908
H 2.130 2.875 0.454
H -0.643 -3.460 -0.161
H 0.057 1.186 1.962
H 1.280 -1.492 -1.057
H 0.342 -0.378 1.138
H 1.104 3.314 -0.916
```

Summary:
2S+1: 1
Electronic energy: -12139.1539 eV
Kohn-Sham gap: 0.382 hartree
M: 145.25 g mol⁻¹
SMILES string: CCC(C)(C)N.C#C.CO
ΔE to the lowest compared entry with this formula, charge and spin: 3.457 eV

Atom charges from the Mulliken analysis, given in e for atoms 1 to 2:
1. O -0.42
2. N -0.64

Entry 3:
Below is C8H19NO2Si as an isolated structure, with properties calculated with ωB97M-V with the def2-TZVPD basis set.

Geometry as XYZ:
```
31
C8H19NO2Si | OMol25 | ωB97M-V with the def2-TZVPD basis set
Si 0.292 -0.972 -0.962
O -0.074 0.064 -2.087
O 1.943 -0.960 -1.057
N -0.135 0.258 1.076
C -0.500 -2.733 -0.903
C 0.015 0.021 -3.535
C 2.929 -1.350 -0.155
C -1.596 0.115 1.415
C 0.306 1.594 0.677
C 0.048 -3.815 -1.532
C 0.433 2.435 1.958
C -2.600 0.675 0.488
H -0.730 -0.658 -3.935
H -0.066 1.033 -3.890
H 1.017 -0.312 -3.609
H 1.048 -3.660 -1.940
H 3.825 -1.617 -0.753
H -0.411 -4.773 -1.688
H 2.538 -2.220 0.383
H 0.886 3.395 1.706
H -1.691 0.700 2.395
H 1.101 2.016 2.707
H -2.522 1.850 0.367
H 1.112 1.362 -0.047
H 3.075 -0.511 0.412
H -3.692 0.450 0.875
H -0.572 2.067 0.091
H -2.558 0.205 -0.442
H -1.603 -2.989 -0.521
H -0.577 2.453 2.274
H -1.703 -1.038 1.466
```

Summary:
2S+1: 3
Electronic energy: -22061.3722 eV
Kohn-Sham gap (spin up / spin down): 0.185 / 0.311 hartree
M: 189.33 g mol⁻¹

Atom charges from the Mulliken analysis, given in e for atoms 1 to 2:
1. Si -0.02
2. O 0.07

Entry 4:
Below is C8H19O7P2PdS3 as an isolated structure, with properties calculated with ωB97M-V with the def2-TZVPD basis set.

Geometry as XYZ:
```
40
C8H19O7P2PdS3 | OMol25 | ωB97M-V with the def2-TZVPD basis set
Pd 0.086 0.117 0.215
S -1.687 -1.550 0.257
S -1.891 1.746 0.355
S -0.083 0.018 2.728
P 1.045 1.024 -3.032
P 2.351 1.550 -0.297
O 3.616 1.583 -2.640
O 0.051 0.557 -2.033
O 2.249 0.045 -0.310
O 1.118 2.171 0.304
O 3.711 2.190 0.080
O 0.543 2.065 -4.068
O 1.764 -0.068 -3.858
C 2.446 2.107 -2.268
C -1.642 2.254 2.076
C -2.026 -1.900 2.001
C -3.135 -0.627 -0.338
C 2.303 3.606 -2.335
C -1.488 1.130 3.083
C -0.816 -1.632 2.882
C -3.367 0.676 0.402
H 1.418 3.948 -1.802
H 4.335 2.244 -2.713
H -0.078 1.794 -4.762
H -0.755 2.887 2.028
H 2.199 3.894 -3.385
H -1.285 1.568 4.062
H 0.008 -2.314 2.665
H 3.185 4.105 -1.927
H -3.671 0.534 1.437
H -2.387 0.527 3.183
H -4.002 -1.286 -0.256
H -4.161 1.236 -0.097
H -2.911 -1.339 2.293
H -2.934 -0.471 -1.399
H -2.279 -2.961 2.050
H -2.488 2.893 2.343
H 2.239 -0.811 -3.461
H -1.087 -1.781 3.929
H 3.996 2.256 1.006
```

Summary:
2S+1: 5
Total charge: +3
Electronic energy: -77473.7101 eV
Kohn-Sham gap (spin up / spin down): 0.396 / 0.237 hartree
M: 491.80 g mol⁻¹
ΔE to the lowest compared entry with this formula, charge and spin: 0.000 eV

Atom charges from the Mulliken analysis, given in e for atoms 1 to 2:
1. Pd 0.45
2. S 0.03

Entry 5:
Below is C8H19PSi as an isolated structure, with properties calculated with ωB97M-V with the def2-TZVPD basis set.

Geometry as XYZ:
```
29
C8H19PSi | OMol25 | ωB97M-V with the def2-TZVPD basis set
P -0.153 0.260 1.299
Si 1.657 -0.126 0.091
C -2.722 -1.810 0.989
C -1.867 -0.844 0.176
C 1.814 -1.849 -0.631
C -1.650 1.444 -0.687
C -2.735 0.325 -0.331
C 3.235 0.196 1.337
C -0.805 1.815 0.539
C 1.996 1.021 -1.417
H 1.529 -1.945 -1.716
H -3.120 -0.093 -1.323
H 3.013 1.597 -1.211
H 1.186 1.727 -1.588
H -1.096 1.168 -1.582
H 1.247 -2.618 -0.077
H -0.013 2.439 0.433
H 3.262 1.069 1.950
H -1.450 2.321 1.227
H 2.908 -2.018 -0.440
H -1.314 -1.239 -0.577
H -3.500 -2.404 0.431
H 2.009 0.549 -2.403
H 4.290 0.319 0.837
H -2.175 2.400 -0.825
H -3.540 0.698 0.245
H -3.222 -1.189 1.796
H -2.151 -2.567 1.473
H 3.368 -0.646 1.986
```

Summary:
2S+1: 1
Electronic energy: -25769.0389 eV
Kohn-Sham gap: 0.330 hartree
M: 174.30 g mol⁻¹
ΔE to the lowest compared entry with this formula, charge and spin: 0.000 eV

Atom charges from the Mulliken analysis, given in e for atoms 1 to 2:
1. P -0.12
2. Si 0.61

Entry 6:
Below is C8H20AlB2O4 as an isolated structure, with properties calculated with ωB97M-V with the def2-TZVPD basis set.

Geometry as XYZ:
```
35
C8H20AlB2O4 | OMol25 | ωB97M-V with the def2-TZVPD basis set
Al -0.626 -1.282 0.790
O -2.608 3.121 0.405
O 2.231 -0.763 0.424
O 4.202 0.039 -0.157
O -2.210 0.957 0.451
C -2.825 1.888 -0.043
C 3.397 -0.554 0.700
C -3.498 4.026 -0.265
C -4.545 3.188 -0.981
C -3.758 1.876 -1.205
C 5.519 -0.228 1.817
C 4.122 -0.858 2.010
C 5.439 0.429 0.464
B 0.239 -4.029 -0.149
B -2.589 -1.916 -1.442
H -0.167 -4.317 0.883
H -4.293 0.938 -1.346
H -3.231 1.927 -2.161
H 1.151 -3.357 0.085
H 3.647 -0.308 2.824
H -4.013 4.501 0.567
H -5.418 3.232 -0.333
H -3.364 -2.495 -2.060
H 4.296 -1.881 2.330
H 5.380 1.517 0.540
H -4.798 3.527 -1.984
H 6.274 0.209 -0.198
H 0.536 -4.881 -0.865
H -3.064 4.691 -1.010
H 5.960 0.425 2.564
H -0.601 -3.459 -0.743
H 6.191 -1.080 1.697
H -2.859 -0.796 -1.499
H -2.624 -2.232 -0.319
H -1.493 -2.054 -1.794
```

Summary:
2S+1: 1
Total charge: +1
Electronic energy: -24743.5908 eV
Kohn-Sham gap: 0.169 hartree
M: 228.85 g mol⁻¹
ΔE to the lowest compared entry with this formula, charge and spin: 1.489 eV

Atom charges from the Mulliken analysis, given in e for atoms 1 to 2:
1. Al 1.07
2. O -0.32